{"formula": "C13H44O9", "method": "ωB97M-V/def2-TZVPD", "e_tot_ev": -32600.023, "homo_energy_ev": -8.05, "molar_mass_g_mol": 344.5, "spin_multiplicity": 1, "orbital_gap_ev": 8.36, "e_above_lowest_kj_mol": 2104.4, "elements": ["H", "C", "O", "H", "H", "H", "H", "H", "H", "C", "H", "H", "H", "H", "H", "H", "H", "C", "C", "H", "H", "H", "C", "C", "O", "O", "H", "H", "H", "H", "O", "C", "O", "H", "H", "H", "H", "C", "H", "H", "H", "H", "H", "H", "H", "O", "H", "O", "H", "H", "C", "H", "H", "C", "C", "C", "O", "H", "H", "H", "C", "H", "H", "H", "H", "O"], "coordinates": [[1.74432, 2.89501, 3.54042], [1.58533, 2.26456, 1.41971], [-0.67397, 0.81010, 3.21745], [-1.91110, 0.95713, -0.18571], [1.82909, 0.15368, 0.70124], [2.82637, 0.99903, -0.28949], [-2.51179, -2.35683, 2.38889], [3.00376, 0.26200, -1.80369], [-1.31755, -2.67428, -0.28241], [1.57596, -3.25722, -0.43847], [1.92470, -0.91518, -1.89762], [-2.74195, 1.18086, 3.07106], [-1.06712, -0.35023, -3.92118], [-1.61384, -1.14567, 1.48152], [3.48886, 1.97084, -1.43458], [-2.70803, -0.63147, -0.94151], [2.91551, 0.55642, 1.98798], [2.71217, 1.21049, -1.35267], [-1.89224, 0.69738, 2.58901], [-2.37107, -3.83313, 0.64991], [-0.53199, -1.32277, -1.52827], [0.25835, -1.97651, 0.47897], [1.62841, 2.16218, -3.34558], [1.52518, -0.83042, -0.88703], [1.02684, 2.99535, -1.18440], [-0.96578, -0.47007, -1.55950], [1.45896, 3.23014, -3.48287], [1.18595, 0.33685, 2.25959], [0.95629, 0.09933, -0.88120], [-1.94051, 1.32574, 1.69968], [0.55038, 2.35832, 0.54992], [-2.31718, -3.08527, -0.14125], [-3.49612, -1.06070, -0.60052], [-2.64704, -3.46300, -1.10903], [-0.78635, 0.28341, -2.57524], [-0.65506, -3.19993, -1.25419], [2.40623, 2.83057, 0.97941], [-3.28684, -2.00119, 0.38977], [-0.24292, 2.11475, 1.03257], [1.18504, 4.08201, 2.35399], [2.03523, -3.28005, -1.42673], [-0.69063, 0.32336, -0.81868], [0.76842, 1.77463, -3.89176], [-0.29678, 0.01344, 2.13074], [0.11063, 2.81060, 2.92808], [-0.97007, 0.83548, -0.05981], [0.87076, 2.65177, -0.30167], [-0.60682, 0.38158, -3.51030], [2.52756, 1.81869, -3.85708], [-4.25266, -2.43822, 0.64333], [0.72048, -2.05077, -0.50541], [1.09790, -4.21905, -0.25293], [-3.19492, -0.71473, 1.99129], [1.35827, 1.79291, -1.88013], [1.13938, 3.03232, 2.64416], [1.92497, 0.77712, 1.59019], [-0.25563, -2.35120, -1.45839], [-1.68699, -0.59020, -2.17730], [2.40290, -3.15151, 0.26374], [-0.62398, 1.54164, 3.83709], [-2.60650, -1.56482, 1.64602], [2.27423, -0.79731, -0.09587], [0.53572, 1.12645, -1.62063], [-0.41761, -0.01856, 0.62201], [-2.13681, -0.36068, 2.49515], [-0.13630, -0.54517, 1.37020]], "forces_ev_per_a": [[0.23, -0.08, -0.10], [2.31, -0.80, 2.00], [0.58, 1.30, 2.91], [-0.22, -0.04, -0.01], [-0.20, 1.71, 1.55], [-0.46, 0.37, -0.43], [-0.38, 0.01, 0.09], [0.61, 1.18, -0.61], [-2.21, -0.10, 2.25], [1.99, -0.46, -0.74], [-0.21, -0.67, 0.23], [-0.01, -0.10, 1.30], [0.01, -0.12, -0.56], [-0.26, -1.33, -0.82], [-0.02, 0.18, -0.86], [0.04, -0.55, 0.93], [0.32, 0.49, 0.20], [1.18, 1.02, 0.46], [-2.59, 2.33, 1.42], [0.44, -0.54, -0.42], [-0.70, -0.58, -1.02], [-0.02, 0.36, -0.52], [-2.26, -0.15, -0.77], [-1.24, -2.41, 0.34], [3.17, 2.48, -9.72], [-5.32, -0.31, -2.87], [0.66, 0.14, 0.36], [1.58, 0.54, 0.21], [0.92, -1.44, 0.62], [0.24, -0.74, -0.48], [-4.69, -3.51, 13.49], [-1.52, -0.31, 0.77], [-1.44, 1.63, -0.63], [-0.21, -0.38, -0.05], [1.34, 1.39, -1.18], [0.30, -0.22, -0.87], [0.16, -0.16, -0.16], [1.89, -2.50, -0.33], [-0.36, -0.10, -0.70], [-0.12, 0.13, 0.27], [0.31, -0.62, -0.16], [0.00, 1.38, -0.33], [0.41, -0.16, -0.40], [1.03, -0.62, -0.39], [0.19, 0.22, -0.32], [-3.48, 7.26, 2.43], [0.80, 2.26, -5.22], [-0.08, 1.15, -3.95], [0.13, -0.05, 0.52], [-0.13, 0.05, -0.36], [1.75, -1.74, 2.10], [-0.38, 0.16, 0.09], [-1.51, -1.54, -0.18], [2.43, 2.55, 0.29], [0.54, 0.65, 0.68], [0.52, 0.12, 1.76], [3.82, -6.97, -2.75], [-0.62, -0.55, 0.08], [-0.13, 0.05, 0.19], [0.03, -0.11, 0.04], [-2.44, -0.41, -1.03], [0.29, -0.67, -1.24], [0.40, 0.75, -1.54], [-0.28, 0.06, 0.46], [1.35, 3.08, 1.12], [1.52, -3.93, 2.54]], "mulliken_charge": [0.37, 0.78, -0.63, 0.46, -0.78, 0.55, 0.33, 0.59, -0.37, -1.84, 0.87, 0.53, 0.35, 0.33, 0.40, 0.25, 0.16, -1.67, -1.72, 0.53, 0.94, -0.20, -1.60, -0.74, -0.82, -0.79, 0.35, 1.04, -1.07, 0.28, -0.40, -0.72, -0.72, 0.45, 0.57, 0.56, 0.49, 0.09, 0.22, 0.41, 0.45, -3.34, 0.30, 0.55, 0.26, -0.90, 0.98, -0.77, 0.33, 0.57, -0.02, 0.40, 0.26, 1.43, -1.50, -0.97, -0.63, 0.61, 0.36, 0.42, -1.33, 1.45, 1.01, 2.47, 0.41, -0.62]}